Record 1
# C33H60Br2ClNO3

A cluster of 3 separate species, C33H60Br2ClNO3 in total (ωB97M-V/def2-TZVPD, the OMol25 dataset).

Structure (ORCA input):
```
! RIJCOSX wB97M-V def2-TZVPD def2/J DEFGRID3
* xyz 0 1
C -0.495 6.193 -0.213
N 0.757 5.516 -0.548
C 0.822 4.122 -0.102
C 0.462 3.142 -1.195
C 1.274 2.746 -2.187
C 2.711 3.131 -2.336
C 3.623 1.914 -2.060
C 3.336 1.197 -0.732
C 4.540 1.021 0.201
C 4.200 0.042 1.337
C 3.568 0.740 2.549
C 2.542 -0.146 3.256
C 1.237 -0.303 2.441
C -0.029 -0.118 3.268
O -0.034 1.091 4.010
C -0.338 2.222 3.229
C 0.734 1.824 -3.225
O 1.145 1.810 -4.358
C -0.348 0.893 -2.771
Cl -0.535 -0.540 -3.684
C -1.146 1.238 -1.757
C -2.267 0.449 -1.149
Br -1.580 -1.186 -0.338
C -3.441 0.136 -2.085
C -3.772 1.261 -3.051
Br -5.022 -0.186 -0.955
C -0.930 2.609 -1.182
O -1.864 3.208 -0.693
H -0.695 6.212 0.867
H -0.451 7.220 -0.577
H -1.329 5.692 -0.700
H 1.521 6.026 -0.124
H 0.157 3.936 0.750
H 1.841 3.915 0.231
H 2.890 3.464 -3.361
H 2.949 3.968 -1.679
H 4.663 2.245 -2.115
H 3.480 1.210 -2.885
H 2.556 1.722 -0.173
H 2.924 0.204 -0.940
H 5.411 0.698 -0.372
H 4.760 1.993 0.656
H 5.095 -0.502 1.651
H 3.493 -0.704 0.963
H 4.347 1.036 3.257
H 3.066 1.661 2.232
H 2.976 -1.136 3.419
H 2.305 0.266 4.238
H 1.238 0.424 1.621
H 1.195 -1.295 1.987
H -0.901 -0.142 2.601
H -0.141 -0.926 3.994
H -0.440 3.071 3.903
H -1.279 2.087 2.681
H 0.458 2.448 2.507
H -2.644 1.016 -0.302
H -3.294 -0.810 -2.598
H -4.595 0.948 -3.693
H -2.914 1.501 -3.679
H -4.097 2.148 -2.506
C -8.892 -4.225 3.457
C -9.559 -2.912 3.058
C -9.255 -2.484 1.624
C -7.775 -2.232 1.329
C -7.112 -1.185 2.223
C -7.732 0.203 2.098
H -7.804 -4.153 3.416
H -9.163 -4.508 4.475
H -9.199 -5.034 2.792
H -9.261 -2.124 3.755
H -10.642 -3.016 3.166
H -9.832 -1.584 1.392
H -9.617 -3.257 0.939
H -7.678 -1.918 0.285
H -7.220 -3.170 1.411
H -6.053 -1.125 1.954
H -7.141 -1.507 3.267
H -7.682 0.560 1.066
H -7.205 0.924 2.724
H -8.780 0.208 2.404
C 8.598 -3.281 -1.953
C 7.329 -4.129 -1.943
C 6.383 -3.825 -3.103
C 5.853 -2.390 -3.139
C 5.119 -1.948 -1.874
C 3.870 -2.772 -1.574
H 8.374 -2.218 -1.854
H 9.257 -3.555 -1.129
H 9.151 -3.422 -2.884
H 6.809 -3.995 -0.990
H 7.606 -5.185 -1.989
H 5.543 -4.524 -3.069
H 6.902 -4.025 -4.046
H 5.177 -2.290 -3.994
H 6.679 -1.700 -3.328
H 4.830 -0.901 -1.993
H 5.795 -1.980 -1.015
H 3.164 -2.723 -2.406
H 3.361 -2.400 -0.683
H 4.110 -3.821 -1.397
*
```

=====

Record 2
# C33H60BrN2O30

A cluster of 9 separate species, C33H60BrN2O30 in total in a non-equilibrium geometry (ωB97M-V/def2-TZVPD, the OMol25 dataset).

Structure (ORCA input):
```
! RIJCOSX wB97M-V def2-TZVPD def2/J DEFGRID3
* xyz -1 1
C 8.150 -0.589 -0.315
C 6.662 -0.535 -0.408
O 5.969 -0.112 0.484
O 6.065 -1.003 -1.538
C 5.869 -2.401 -1.374
N 5.162 -2.949 -2.502
Br 5.128 -4.815 -2.372
C 3.820 -2.352 -2.718
C 3.893 -1.310 -3.877
O 3.268 -1.672 -4.898
O 4.511 -0.260 -3.683
N 3.260 -1.775 -1.463
C 2.482 -0.577 -1.711
C 3.088 0.710 -1.222
O 1.424 -0.570 -2.285
C 2.560 -2.720 -0.652
C 3.340 -3.398 0.434
O 1.380 -2.980 -0.759
H 8.529 0.415 -0.209
H 8.604 -1.091 -1.154
H 8.431 -1.134 0.574
H 5.376 -2.576 -0.418
H 6.843 -2.892 -1.325
H 3.174 -3.143 -3.065
H 3.340 1.298 -2.089
H 2.303 1.237 -0.689
H 3.938 0.543 -0.576
H 4.068 -4.082 0.019
H 2.675 -3.980 1.049
H 3.888 -2.684 1.039
C 4.814 -4.978 -10.340
O 5.143 -3.803 -9.610
C 4.075 -3.163 -9.103
O 2.933 -3.517 -9.242
O 4.505 -2.101 -8.453
C 3.471 -1.307 -7.834
H 5.753 -5.398 -10.693
H 4.316 -5.704 -9.699
H 4.184 -4.739 -11.195
H 2.937 -1.881 -7.089
H 2.790 -0.922 -8.595
H 3.966 -0.480 -7.338
C 2.110 -9.399 -5.509
O 2.430 -8.230 -4.762
C 1.361 -7.552 -4.330
O 0.215 -7.863 -4.523
O 1.789 -6.494 -3.660
C 0.748 -5.658 -3.134
H 3.056 -9.852 -5.797
H 1.546 -10.104 -4.900
H 1.548 -9.143 -6.405
H 0.133 -6.213 -2.428
H 0.136 -5.259 -3.940
H 1.233 -4.838 -2.619
C -0.455 0.293 3.881
O 0.674 1.153 4.060
C 1.843 0.588 3.759
O 2.002 -0.539 3.376
O 2.802 1.493 3.949
C 4.122 1.024 3.647
H -1.332 0.870 4.160
H -0.544 -0.013 2.840
H -0.379 -0.580 4.527
H 4.193 0.734 2.601
H 4.392 0.188 4.290
H 4.802 1.851 3.832
C -4.480 -1.157 2.138
O -3.250 -0.439 2.087
C -2.293 -1.059 1.376
O -2.418 -2.116 0.822
O -1.206 -0.307 1.420
C -0.070 -0.843 0.713
H -5.171 -0.570 2.737
H -4.901 -1.285 1.142
H -4.339 -2.127 2.612
H -0.282 -0.947 -0.345
H 0.225 -1.800 1.135
H 0.738 -0.127 0.845
C -7.671 5.192 0.595
O -7.280 4.358 1.687
C -6.101 3.757 1.514
O -5.391 3.868 0.553
O -5.855 3.014 2.590
C -4.612 2.301 2.542
H -8.636 5.618 0.854
H -6.955 5.998 0.448
H -7.774 4.610 -0.319
H -3.774 2.992 2.473
H -4.598 1.612 1.705
H -4.531 1.740 3.468
C -11.761 5.779 -2.817
O -11.272 6.798 -3.690
C -10.240 7.483 -3.202
O -9.723 7.311 -2.132
O -9.881 8.391 -4.106
C -8.771 9.201 -3.713
H -12.592 5.303 -3.330
H -10.989 5.038 -2.620
H -12.116 6.210 -1.883
H -7.887 8.588 -3.550
H -9.009 9.766 -2.814
H -8.585 9.890 -4.531
C -5.824 -0.827 8.610
O -5.582 -1.942 7.752
C -4.344 -1.990 7.261
O -3.467 -1.200 7.483
O -4.250 -3.064 6.481
C -2.966 -3.239 5.880
H -6.857 -0.906 8.937
H -5.169 -0.860 9.478
H -5.689 0.109 8.072
H -2.197 -3.370 6.639
H -2.723 -2.394 5.238
H -3.016 -4.138 5.272
C 3.145 3.951 6.300
O 3.220 5.374 6.440
C 4.297 5.917 5.884
O 5.171 5.327 5.308
O 4.245 7.236 6.077
C 5.350 7.948 5.523
H 2.231 3.632 6.791
H 3.099 3.667 5.252
H 3.995 3.474 6.786
H 5.393 7.814 4.444
H 6.284 7.625 5.979
H 5.186 8.999 5.747
*
```

=====

Record 3
# C33H60N3O8S5

A cluster of 4 separate species, C33H60N3O8S5 in total in a non-equilibrium geometry (ωB97M-V/def2-TZVPD, the OMol25 dataset).

Structure (ORCA input):
```
! RIJCOSX wB97M-V def2-TZVPD def2/J DEFGRID3
* xyz 1 1
C -0.017 -0.698 -5.815
O -0.603 -1.865 -5.107
C 0.207 -2.217 -3.912
C 1.447 -3.250 -4.330
C 1.959 -4.158 -3.025
C 2.422 -3.101 -1.859
C 3.894 -3.429 -1.203
C 4.528 -2.076 -0.521
C 4.583 -2.096 1.119
C 3.112 -2.350 1.841
C 2.621 -1.022 2.654
C 3.576 -0.126 3.618
C 2.842 1.122 4.292
N 1.477 1.637 4.172
N 0.793 0.851 3.327
C -0.652 1.357 3.103
C -1.045 1.511 1.519
C -0.244 2.699 0.718
S 1.583 2.381 0.453
C 2.262 3.361 -1.008
S 1.479 3.139 -2.507
N 3.458 4.248 -0.743
C 3.966 4.945 -1.986
C 4.883 4.006 -2.979
O 4.956 2.588 -2.592
C 5.389 2.471 -1.189
C 4.632 3.499 -0.153
C 1.156 -0.358 2.604
H -0.491 -0.528 -6.873
H 1.140 -0.886 -5.884
H -0.160 0.315 -5.213
H 0.652 -1.205 -3.472
H -0.484 -2.657 -3.068
H 2.363 -2.550 -4.609
H 1.093 -3.923 -5.234
H 1.007 -4.750 -2.634
H 2.775 -4.946 -3.332
H 1.580 -3.096 -1.029
H 2.471 -1.984 -2.269
H 3.813 -4.275 -0.393
H 4.605 -3.836 -2.063
H 5.662 -2.015 -0.888
H 4.018 -1.096 -0.970
H 5.076 -1.061 1.447
H 5.375 -2.924 1.454
H 3.093 -3.303 2.541
H 2.352 -2.569 0.958
H 4.704 -0.350 3.825
H 3.524 1.765 5.035
H -0.857 2.381 3.645
H -1.370 0.566 3.637
H -0.925 0.525 0.883
H -2.209 1.774 1.474
H -0.494 3.741 1.219
H -0.737 2.753 -0.368
H 4.691 5.813 -1.603
H 3.116 5.520 -2.595
H 4.532 4.037 -4.108
H 6.006 4.410 -2.959
H 6.553 2.729 -1.122
H 5.302 1.361 -0.761
H 4.401 2.901 0.826
H 5.432 4.330 0.155
H 0.345 -0.901 1.933
C -4.060 -0.955 7.578
C -4.692 -2.115 6.810
C -5.088 -1.590 5.431
S -3.962 -0.253 5.062
O -4.716 0.981 5.005
O -3.065 -0.664 4.001
C -3.082 -0.305 6.611
H -3.558 -1.297 8.488
H -4.836 -0.237 7.867
H -3.958 -2.923 6.700
H -5.557 -2.527 7.339
H -4.997 -2.364 4.664
H -6.105 -1.187 5.433
H -2.790 0.703 6.909
H -2.194 -0.929 6.470
C -10.496 -1.394 3.273
C -10.991 -2.638 4.011
C -9.769 -3.330 4.613
S -8.560 -2.047 4.902
O -7.424 -2.280 4.035
O -8.416 -1.840 6.330
C -9.524 -0.711 4.223
H -11.321 -0.731 2.997
H -9.977 -1.692 2.354
H -11.677 -2.337 4.812
H -11.538 -3.312 3.345
H -10.011 -3.821 5.559
H -9.336 -4.054 3.918
H -8.869 0.007 3.725
H -10.054 -0.227 5.049
C 5.018 3.042 -7.833
C 3.674 3.743 -7.640
C 2.581 2.761 -8.059
S 3.242 1.126 -7.775
O 3.390 0.461 -9.052
O 2.546 0.517 -6.659
C 4.852 1.657 -7.226
H 5.835 3.594 -7.359
H 5.241 2.959 -8.904
H 3.548 4.006 -6.583
H 3.614 4.670 -8.219
H 1.672 2.893 -7.465
H 2.347 2.852 -9.123
H 5.613 0.948 -7.558
H 4.834 1.706 -6.133
*
```

=====

| no. | E_HOMO (eV) |
| --- | --- |
| 1 | -9.3 |
| 2 | -5.3 |
| 3 | -10.6 |